[1]
{"formula": "C4H9NOS", "method": "ωB97M-V/def2-TZVPD", "molar_mass_g_mol": 119.2, "orbital_gap_ev": 5.28, "energy_ha": -685.8314, "homo_ev": -7.820, "de_lowest_kj_mol": 492.39, "species": ["C", "N", "C", "C", "S", "C", "O", "H", "H", "H", "H", "H", "H", "H", "H", "H"], "positions_angstrom": [[0.884, 1.871, 1.094], [1.165, 0.852, 0.033], [0.567, -0.332, 0.232], [-0.723, -0.597, -0.353], [-1.496, 0.657, -1.321], [1.286, -1.382, 0.960], [0.797, -2.445, 1.246], [1.383, 1.567, 2.014], [1.315, 2.814, 0.768], [-0.178, 1.999, 1.254], [0.743, 1.196, -0.847], [-3.515, 1.480, -3.461], [-0.694, -1.531, -0.929], [-1.386, -0.819, 0.505], [-3.903, 1.019, -3.033], [2.329, -1.174, 1.226]], "nbo_charge": [-0.4058, -0.5824, 0.3367, -0.7166, -0.3447, 0.3316, -0.4576, 0.2033, 0.2227, 0.2160, 0.4116, -0.0086, 0.3042, 0.3441, 0.0089, 0.1365]}

***

[2]
{"formula": "C4H9NOS", "method": "ωB97M-V/def2-TZVPD", "smiles": "C=CN=S(C)(C)=O", "molar_mass_g_mol": 119.2, "orbital_gap_ev": [6.86, 6.86], "energy_ha": -685.7859, "homo_ev": [-6.773, -6.772], "de_lowest_kj_mol": 611.88, "species": ["C", "C", "N", "S", "C", "C", "O", "H", "H", "H", "H", "H", "H", "H", "H", "H"], "positions_angstrom": [[-3.319, 0.257, 0.116], [-1.942, 0.439, 0.065], [-1.126, -0.531, -0.040], [0.707, 0.247, -0.008], [1.866, -0.077, -1.469], [1.444, -0.663, 1.425], [0.784, 1.673, 0.123], [-3.991, 1.063, 0.347], [-3.809, -0.616, -0.110], [-1.496, 1.481, 0.319], [2.298, -1.093, -1.320], [1.239, -0.316, -2.373], [2.657, 0.538, -1.810], [0.835, -0.188, 2.197], [1.330, -1.784, 1.251], [2.524, -0.432, 1.288]], "nbo_charge": [-0.5954, -0.0817, -0.5799, 1.6958, -0.8314, -0.7999, -0.9175, 0.1965, 0.1876, 0.2061, 0.2276, 0.2607, 0.2568, 0.2682, 0.2660, 0.2405]}

***

[3]
{"formula": "C4H9NOS", "method": "ωB97M-V/def2-TZVPD", "molar_mass_g_mol": 119.2, "orbital_gap_ev": [11.56, 4.98], "energy_ha": -685.6364, "homo_ev": [-14.786, -13.967], "de_lowest_kj_mol": 83.24, "spin_multiplicity": 2, "s2": 0.763, "charge": 1, "species": ["C", "N", "C", "O", "C", "C", "S", "H", "H", "H", "H", "H", "H", "H", "H", "H"], "positions_angstrom": [[-0.201, -1.033, -0.183], [-0.202, -0.404, 1.097], [-1.062, -0.926, 2.091], [-1.003, -0.619, 3.234], [-0.186, -0.012, -1.363], [0.900, 1.018, -1.164], [0.508, 2.415, -0.084], [-1.003, -1.748, -0.313], [0.697, -1.638, -0.330], [0.192, 0.536, 1.058], [-1.736, -1.710, 1.715], [-1.196, 0.325, -1.550], [0.184, -0.557, -2.235], [1.015, 1.578, -2.086], [1.830, 0.537, -0.907], [1.263, 2.240, 1.020]], "nbo_charge": [-0.2675, -0.3516, 0.4990, -0.3745, -0.3940, -0.5662, 0.1931, 0.2414, 0.2675, 0.4185, 0.1554, 0.2487, 0.2536, 0.2785, 0.2505, 0.1476]}

***

[4]
{"formula": "C4H9NOS", "method": "ωB97M-V/def2-TZVPD", "molar_mass_g_mol": 119.2, "orbital_gap_ev": [9.24, 3.93], "energy_ha": -685.6420, "homo_ev": [-13.191, -13.156], "de_lowest_kj_mol": 68.58, "spin_multiplicity": 2, "s2": 0.753, "charge": 1, "species": ["C", "C", "S", "C", "N", "C", "O", "H", "H", "H", "H", "H", "H", "H", "H", "H"], "positions_angstrom": [[-0.621, 0.032, 0.114], [-1.698, 1.148, 0.358], [-3.379, 1.148, -0.220], [0.695, 0.437, 0.722], [1.852, -0.220, 0.260], [1.876, -1.264, -0.736], [0.769, 1.314, 1.590], [-0.590, -0.101, -1.010], [-0.754, -1.015, 0.549], [-1.273, 2.101, 0.034], [-1.748, 1.211, 1.438], [-3.511, 0.002, -0.909], [2.743, 0.022, 0.614], [1.243, -2.126, -0.439], [2.859, -1.714, -0.625], [1.536, -0.974, -1.741]], "nbo_charge": [-0.5175, -0.6346, 0.7267, 0.6619, -0.5986, -0.4328, -0.5891, 0.2440, 0.2770, 0.3177, 0.3305, 0.1552, 0.4227, 0.1937, 0.2401, 0.2029]}